1.
This record from OMol25 describes B2CdH24O12P as an isolated structure. The level of theory is the ωB97M-V functional and the def2-TZVPD basis.

```
40
Properties=species:S:1:pos:R:3
Cd 0.285 -0.685 1.220
P -1.900 -1.903 1.529
O -2.941 -2.209 0.529
O -2.010 -3.103 2.439
O -1.518 -0.498 2.065
O -0.759 -2.200 0.493
B -0.353 -3.138 -2.576
H 0.446 -3.512 -3.196
H -0.686 -3.867 -1.854
H 0.020 -2.283 -2.033
H -1.153 -2.828 -3.230
B 0.602 0.684 -0.228
H 0.762 1.386 -1.031
H -0.248 0.949 0.381
H 0.413 -0.256 -0.724
H 1.493 0.543 0.364
O 1.876 -2.018 1.275
H 2.741 -1.952 1.680
H 1.967 -2.718 0.628
O 1.164 0.248 2.791
H 2.101 0.330 2.965
H 0.744 0.720 3.510
O 3.090 1.399 -2.066
H 2.328 1.046 -1.607
H 3.838 0.958 -1.663
O -3.120 1.017 0.194
H -2.649 0.920 1.022
H -3.877 0.438 0.279
O -2.001 2.187 -1.884
H -2.533 1.952 -1.124
H -1.268 2.683 -1.520
O -0.156 3.575 0.121
H 0.065 2.643 0.115
H 0.535 3.982 0.644
O -2.414 -0.831 -1.864
H -3.342 -0.609 -1.790
H -1.955 -0.026 -1.622
O 3.585 1.954 1.887
H 3.986 2.644 2.417
H 2.841 2.380 1.462
```

## Properties
ΔE to the lowest compared entry with this formula, charge and spin, kJ/mol: 838.6
Molecular weight, u: 381.190
Total charge: -3
Electronic energy, eV: -40153.754
Maximum force, Eh/bohr: 0.11609

***

2.
This record from OMol25 describes an isolated ion of composition C4H8N and charge +2. The level of theory is the ωB97M-V functional and the def2-TZVPD basis.

```
13
Properties=species:S:1:pos:R:3
C 0.425 -1.004 -1.269
C 0.308 -0.145 -0.110
C 1.294 -0.249 0.892
C -1.265 1.332 0.971
N -0.856 0.586 -0.098
H 0.077 -2.066 -0.956
H -0.150 -0.794 -2.199
H 1.317 -1.209 -1.678
H 1.189 0.385 1.779
H 2.327 -0.829 0.684
H -2.332 2.067 1.044
H -0.809 1.364 1.933
H -1.524 0.563 -0.994
```

## Properties
ΔE to the lowest compared entry with this formula, charge and spin, kJ/mol: 176.3
Molecular weight, u: 70.115
Total charge: +2
Expectation value of S²: 0.7546
2S+1: 2
Electronic energy, eV: -5743.541
Maximum force, Eh/bohr: 0.09373

***

Q: molecular weight of number 2 (C4H8N)?
A: 70.115 u